13
Properties=species:S:1:pos:R:3 method="wB97M-V/def2-TZVPD" homo_energy_ev=-10.0 e_lumo_ev=-1.6 total_charge=0 max_force_ev_per_a=9.34 smiles="O=C(OI)OCB(O)O"
O -0.999 -0.629 2.008
C -1.151 -1.313 0.840
O -2.105 -2.468 0.755
I -3.993 -1.889 1.182
O -0.383 -1.030 -0.383
C -0.339 0.406 -0.700
B 1.257 0.867 -0.519
O 2.324 -0.004 -1.122
O 1.542 2.095 0.259
H -0.996 1.084 0.014
H -0.701 0.507 -1.833
H 3.103 -0.082 -0.493
H 2.442 2.454 -0.006


16
Properties=species:S:1:pos:R:3 method="wB97M-V/def2-TZVPD" homo_energy_ev=-9.9 e_lumo_ev=0.6 total_charge=0 max_force_ev_per_a=1.82 smiles="NCC(=O)O.O.O"
O 2.581 0.795 -0.560
C 1.852 0.301 0.266
O 0.627 0.706 0.548
C 2.343 -0.846 1.127
N 3.098 -1.843 0.337
H 0.307 1.369 -0.081
H 1.486 -1.331 1.594
H 2.977 -0.449 1.925
H 3.993 -1.435 0.087
H 3.321 -2.566 1.018
H -6.891 1.295 0.914
H -7.268 0.511 2.161
O -6.719 1.242 1.858
H -0.872 0.089 -3.415
H 0.023 1.164 -4.061
O -0.857 0.998 -3.719


19
Properties=species:S:1:pos:R:3 method="wB97M-V/def2-TZVPD" homo_energy_ev=-9.0 e_lumo_ev=0.8 total_charge=0 max_force_ev_per_a=4.22 smiles="CP[C@]1(O)CCNC1=O"
C 1.642 -0.741 -0.078
C 0.290 1.132 0.638
C 1.128 1.590 -0.545
C 0.217 -0.427 0.420
C -2.528 -0.444 -0.167
N 2.100 0.415 -0.656
O 2.143 -1.866 -0.123
O -0.270 -1.117 1.508
P -0.920 -0.785 -1.069
H 0.779 1.513 1.474
H -0.745 1.639 0.763
H 0.562 1.485 -1.427
H 1.830 2.447 -0.445
H -2.380 0.507 0.271
H -2.622 -1.113 0.583
H -3.286 -0.320 -0.883
H 2.894 0.343 -1.174
H 0.247 -2.022 1.644
H -1.081 -2.235 -0.734